[1]
{"formula": "C4H5NO2", "method": "ωB97M-V with the def2-TZVPD basis set", "symbols": ["O", "C", "C", "O", "N", "C", "C", "H", "H", "H", "H", "H"], "xyz": [[1.56226, 0.94163, -0.91688], [1.81190, 0.08536, -0.10699], [0.78695, -0.87806, 0.51361], [1.25995, -1.86571, 1.02092], [-0.60652, -0.66163, 0.47456], [-1.23013, -0.10641, -0.74136], [-1.16456, 0.69736, 0.49035], [2.84194, -0.13730, 0.22778], [-2.14511, -0.62169, -1.02094], [-0.59085, 0.20470, -1.56367], [-0.49011, 1.55050, 0.48752], [-2.03571, 0.79124, 1.13510]], "relative_energy_ev": 2.358, "e_homo_ev": -9.7, "multiplicity": 1, "fmax_ev_per_a": 0.6, "energy_ha": -360.582762, "smiles": "O=CC(=O)N1CC1", "charge": 0}


[2]
{"formula": "C22H24F6O21", "method": "ωB97M-V with the def2-TZVPD basis set", "symbols": ["O", "C", "O", "C", "C", "F", "O", "H", "H", "H", "O", "C", "O", "C", "C", "F", "O", "H", "H", "H", "O", "C", "O", "C", "C", "F", "O", "H", "H", "H", "O", "C", "O", "C", "C", "F", "O", "H", "H", "H", "O", "C", "O", "C", "C", "F", "O", "H", "H", "H", "O", "C", "O", "C", "C", "F", "O", "H", "H", "H", "C", "C", "C", "O", "C", "O", "O", "H", "H", "H", "H", "H", "H"], "xyz": [[-4.84987, 1.35122, -0.18216], [-5.38595, 1.43689, 0.86586], [-6.04878, 2.50165, 1.34427], [-6.65205, 2.15164, 2.59902], [-5.98148, 0.82333, 2.97892], [-6.95887, -0.10108, 3.25240], [-5.36352, 0.42909, 1.78836], [-6.47259, 2.87762, 3.39254], [-7.71480, 2.11502, 2.37084], [-5.30398, 0.86393, 3.82498], [-3.50550, -5.89588, -1.81506], [-2.43488, -5.64308, -1.38258], [-1.42683, -5.16150, -2.14588], [-0.24319, -5.06850, -1.35399], [-0.73009, -5.38540, 0.06365], [-0.72580, -4.26249, 0.82556], [-2.02702, -5.83668, -0.10700], [0.43922, -5.78948, -1.81203], [0.26828, -4.11038, -1.34511], [-0.09594, -6.14246, 0.52027], [2.84571, 1.26477, 2.85582], [2.74219, 1.71888, 1.77569], [3.13861, 2.95562, 1.39622], [2.77778, 3.17089, 0.05440], [2.25199, 1.82890, -0.42123], [3.27151, 1.21272, -1.17406], [2.13437, 1.06283, 0.73222], [1.98473, 3.92632, 0.02106], [3.51716, 3.49400, -0.67873], [1.39466, 1.80383, -1.08295], [-1.44322, 4.67942, 0.84020], [-1.01608, 4.43217, 1.91010], [-1.68770, 4.37781, 3.07855], [-0.72352, 4.46232, 4.13041], [0.44976, 3.72831, 3.48019], [0.27941, 2.38554, 3.64189], [0.31742, 4.12374, 2.15946], [-0.50420, 5.51281, 4.32496], [-1.07132, 3.98372, 5.03990], [1.39049, 4.00488, 3.94970], [5.82259, -3.84648, 0.98675], [4.79308, -3.62091, 0.44878], [4.07902, -4.51349, -0.26665], [2.98579, -3.84995, -0.87687], [2.86719, -2.53985, -0.12073], [1.96016, -2.64819, 0.89119], [4.15676, -2.42361, 0.45133], [3.17069, -3.70992, -1.94273], [2.08883, -4.45599, -0.81945], [2.73014, -1.60476, -0.64987], [2.40117, -2.43828, -3.76063], [2.73210, -1.33662, -4.00975], [3.92321, -0.77434, -3.77889], [3.97794, 0.52516, -4.40410], [2.49381, 0.82396, -4.56990], [2.28292, 1.50768, -5.74030], [1.91314, -0.43198, -4.67016], [4.51758, 1.20772, -3.76105], [4.44244, 0.36293, -5.37452], [2.04436, 1.42166, -3.77553], [-1.62137, 1.07984, 1.22738], [-1.66693, 0.35501, -0.09588], [-1.28654, 1.22089, -1.30059], [-0.55804, 0.30152, -2.13178], [-0.30491, -0.84060, -1.43420], [0.27650, -1.77819, -1.87320], [-0.74207, -0.71908, -0.16254], [-1.83913, 0.33310, 1.99547], [-2.33135, 1.90193, 1.33593], [-0.66919, 1.55177, 1.48258], [-2.69943, 0.01429, -0.20796], [-0.62903, 2.03166, -0.97511], [-2.14755, 1.61017, -1.83370]], "e_homo_ev": -10.9, "multiplicity": 1, "fmax_ev_per_a": 2.0, "energy_ha": -3032.069883, "smiles": "O=C1OC[C@@H](F)O1.O=C1OC[C@@H](F)O1.O=C1OC[C@@H](F)O1.O=C1OC[C@@H](F)O1.O=C1OC[C@@H](F)O1.O=C1OC[C@@H](F)O1.C[C@H]1COC(=O)O1", "charge": 0}


[3]
{"formula": "C3H8FN2", "method": "ωB97M-V with the def2-TZVPD basis set", "symbols": ["C", "C", "C", "N", "N", "F", "H", "H", "H", "H", "H", "H", "H", "H"], "xyz": [[-0.15774, 0.68900, 0.12912], [-2.30976, 0.42857, 1.08462], [2.23990, -0.06501, -1.18558], [-1.14472, 1.18961, 0.76755], [2.07900, -1.32871, -1.09083], [-0.39099, -0.55775, -0.45734], [-2.14513, -0.15939, 2.01694], [-2.68672, -0.37236, 0.36239], [-3.28220, 0.94424, 1.24631], [1.69119, 0.57257, -1.74909], [2.82773, 0.38182, -0.45564], [-0.93364, 1.97987, 1.37699], [2.51761, -1.73973, -0.26879], [1.69546, -1.96273, -1.77665]], "relative_energy_ev": 3.609, "e_homo_ev": -13.4, "multiplicity": 1, "fmax_ev_per_a": 4.5, "energy_ha": -328.124651, "charge": 1}


[4]
{"formula": "C5H8NO", "method": "ωB97M-V with the def2-TZVPD basis set", "symbols": ["C", "C", "N", "C", "C", "C", "O", "H", "H", "H", "H", "H", "H", "H", "H"], "xyz": [[2.18735, 0.12614, -0.26448], [1.16544, 0.05869, 0.54219], [-0.14855, 0.69847, 0.11324], [-0.25272, 1.91637, -0.18956], [-1.42802, -0.17130, 0.04375], [-1.13426, -1.57931, 0.02419], [-2.44496, 0.37334, 0.05576], [3.22936, -0.42311, -0.17526], [2.04817, 0.69243, -1.11593], [1.04984, -0.65698, 1.33948], [-1.31866, 2.35823, -0.43998], [0.53126, 2.55254, -0.11989], [-0.03556, -1.84784, 0.02489], [-1.78623, -1.88243, 0.86924], [-1.66245, -2.21523, -0.70764]], "relative_energy_ev": 1.942, "e_homo_ev": -15.5, "multiplicity": 1, "fmax_ev_per_a": 4.7, "energy_ha": -324.967610, "smiles": "C=C[N+](=C)C(C)=O", "charge": 1}